Formula: C6H11NO
Source: OMol25
Level of theory: the ωB97M-V functional and the def2-TZVPD basis

The value obtained for the largest force on an atom is 4.04 eV/Å. As for the frontier orbital gap (alpha / beta): 5.51 / 5.49 eV. As for the energy above the lowest of the compared OMol25 structures with the same formula, charge and spin: 147.24 kcal per mole. The LUMO energy (alpha / beta) comes out at -1.4 / -1.4 eV. The multiplicity is 1. For the HOMO energy (alpha / beta), the calculation gives -6.87 / -6.87 eV. The electronic energy is -9932.0694 eV. Its charge is 0.

Last column: natural (NBO) charge in e.
CARTESIAN COORDINATES (ANGSTROEM)
C -2.0271 0.1432 0.7153  -0.629
C 0.7366 -1.6772 0.5456  -0.404
C 0.0760 -0.5334 -1.5073  -0.421
N 0.1475 -0.4806 -0.0474  -0.440
C -1.4655 1.3815 0.3791  0.542
C 0.4538 0.8424 0.5269  -0.160
C 1.4762 1.6015 -0.0363  -0.212
O -1.8464 2.4190 -0.0717  -0.508
H -3.0322 -0.1438 0.4477  0.241
H -1.6243 -0.4740 1.5036  0.206
H 0.5894 0.6913 1.6001  0.218
H 0.7243 -1.5889 1.6315  0.200
H 1.7588 -1.8583 0.2015  0.173
H 0.1191 -2.5318 0.2642  0.207
H -0.3807 0.3772 -1.8925  0.210
H -0.5305 -1.3932 -1.7913  0.208
H 1.0691 -0.6027 -1.9585  0.170
H 1.5118 1.7970 -1.0963  0.197
H 2.2444 2.0308 0.5856  0.203